ORCA calculation (ωB97M-V/def2-TZVPD) on a 7-piece molecular cluster, C22H46BBr12N4O3 overall.

Element x y z (Å)
N1 -3.124 1.293 2.359
C1 -2.633 2.154 1.557
N2 -1.803 3.165 2.053
N3 -2.902 2.131 0.155
C2 -1.771 1.638 -0.648
C3 -2.114 1.720 -2.125
C4 -3.116 0.652 -2.593
C5 -2.532 -0.242 -3.692
B1 -1.422 -1.399 -3.251
N4 -1.257 -2.412 -4.468
C6 -1.956 -2.289 -1.953
C7 -0.934 -3.198 -1.350
O1 -0.087 -3.873 -1.969
C8 0.084 -0.719 -2.943
C9 1.194 -1.259 -3.845
C10 2.497 -0.531 -3.643
O2 3.006 -0.224 -2.569
O3 3.171 -0.214 -4.827
H1 -3.702 0.652 1.830
H2 -1.206 2.750 2.755
H3 -1.211 3.587 1.349
H4 -3.124 3.067 -0.163
H5 -1.552 0.610 -0.363
H6 -0.869 2.237 -0.472
H7 -2.517 2.726 -2.289
H8 -1.193 1.661 -2.693
H9 -3.446 0.059 -1.742
H10 -4.019 1.155 -2.955
H11 -3.366 -0.780 -4.158
H12 -2.100 0.386 -4.479
H13 -1.278 -1.870 -5.327
H14 -2.076 -3.005 -4.511
H15 -2.787 -2.918 -2.293
H16 -2.329 -1.688 -1.119
H17 -0.875 -3.255 -0.240
H18 0.398 -0.831 -1.902
H19 0.048 0.363 -3.107
H20 1.362 -2.320 -3.652
H21 0.932 -1.135 -4.892
H22 3.059 0.723 -4.981
Br1 4.403 -1.130 1.920
C11 3.462 -2.158 0.552
C12 2.205 -1.472 0.102
Br2 0.779 -1.623 1.409
H23 3.278 -3.138 0.979
H24 4.158 -2.246 -0.278
H25 1.816 -1.948 -0.797
H26 2.345 -0.416 -0.087
Br3 -2.213 -1.665 3.900
C13 -2.089 -3.498 4.522
C14 -0.959 -4.251 3.875
Br4 -1.362 -4.699 2.029
H27 -3.051 -3.954 4.312
H28 -1.940 -3.440 5.599
H29 -0.795 -5.196 4.388
H30 -0.034 -3.683 3.856
Br5 0.848 4.796 5.346
C15 2.469 3.807 4.922
C16 2.420 3.223 3.537
Br6 1.255 1.673 3.441
H31 2.577 3.044 5.685
H32 3.282 4.525 5.004
H33 3.404 2.868 3.239
H34 2.054 3.934 2.803
Br7 -3.856 -7.921 -0.346
C17 -4.594 -6.986 1.192
C18 -5.572 -5.916 0.785
Br8 -4.669 -4.356 0.065
H35 -3.749 -6.579 1.739
H36 -5.088 -7.749 1.789
H37 -6.124 -5.567 1.655
H38 -6.268 -6.258 0.027
Br9 8.125 4.267 0.988
C19 7.735 2.359 1.035
C20 6.378 2.067 1.613
Br10 6.352 2.279 3.548
H39 8.533 1.897 1.605
H40 7.782 2.025 0.002
H41 6.105 1.031 1.433
H42 5.607 2.719 1.219
Br11 0.485 4.308 -0.276
C21 0.403 6.248 -0.422
C22 0.057 6.683 -1.821
Br12 1.567 6.498 -3.032
H43 1.362 6.635 -0.095
H44 -0.373 6.559 0.274
H45 -0.205 7.738 -1.836
H46 -0.754 6.099 -2.243

Calculated values
E_LUMO in eV: 1.7
DFT total energy in eV: -876852.5078
HOMO in eV: -4.4
Energy above the lowest of the compared OMol25 structures with the same formula, charge and spin in kcal/mol: 0.0
Gap between HOMO and LUMO in eV: 6.049
Total charge: -1

Atom charges from the Mulliken analysis, given in e for atoms 1 to 6: -0.7008, 0.4701, -0.4379, -0.3547, 0.6217, -0.6614

---

ORCA calculation (ωB97M-V/def2-TZVPD) on a 2-piece molecular cluster, C4H8NO3 overall.

Element x y z (Å)
C1 -0.214 0.505 -2.521
C2 -1.453 0.130 -1.555
O1 -1.046 0.051 -0.376
O2 -2.589 0.114 -1.947
H1 -0.070 1.581 -2.279
H2 -0.353 0.522 -3.655
H3 0.602 -0.105 -2.287
C3 1.181 -0.888 0.890
C4 0.789 -0.055 2.067
O3 1.661 0.537 2.704
N1 -0.516 0.154 2.466
H4 -0.794 0.926 3.082
H5 -1.107 -0.132 1.711
H6 1.869 -1.598 1.209
H7 1.565 -0.200 0.126
H8 0.475 -1.543 0.365

Calculated values
E_LUMO in eV: 3.9
DFT total energy in eV: -11912.1687
HOMO in eV: -4.5
Energy above the lowest of the compared OMol25 structures with the same formula, charge and spin in kcal/mol: 26.0
Gap between HOMO and LUMO in eV: 8.414
Total charge: -1

Atom charges from the Mulliken analysis, given in e for atoms 1 to 6: -0.7623, 0.3455, -0.6172, -0.6762, 0.1790, 0.2757

---

ORCA calculation (ωB97M-V/def2-TZVPD) on C6H18N2O as an isolated structure.

Element x y z (Å)
C1 0.389 0.925 -0.870
C2 -0.103 -1.162 -0.804
C3 1.363 1.133 0.236
C4 0.966 0.974 -2.252
C5 -0.942 1.601 -0.728
C6 -0.683 -2.498 -0.298
H1 -0.641 -0.969 -1.734
H2 0.918 -1.383 -1.120
H3 2.386 0.908 -0.065
H4 1.127 0.471 1.076
H5 1.302 2.158 0.616
H6 1.264 2.006 -2.474
H7 0.241 0.672 -3.008
H8 1.854 0.349 -2.344
H9 -0.796 2.684 -0.841
H10 -1.394 1.421 0.245
H11 -1.638 1.281 -1.504
H12 -1.712 -2.368 0.034
H13 -0.104 -2.861 0.550
H14 -0.640 -3.237 -1.100
N1 -0.674 -0.580 1.859
N2 -0.981 0.636 2.448
O1 0.462 -1.210 2.581
H15 0.066 -1.997 2.979
H16 -0.362 -0.644 0.533
H17 -1.505 0.488 3.310
H18 -0.162 1.202 2.676

Calculated values
E_LUMO (spin up / spin down) in eV: 0.4 / 0.4
DFT total energy in eV: -11535.5062
HOMO (spin up / spin down) in eV: -7.7 / -7.7
Energy above the lowest of the compared OMol25 structures with the same formula, charge and spin in kcal/mol: 143.0
Gap between HOMO and LUMO (spin up / spin down) in eV: 8.118 / 8.119

Atom charges from the Mulliken analysis, given in e for atoms 1 to 6: 1.1296, -0.2373, -1.0824, -1.6540, -1.3321, -1.4393

---

ORCA calculation (ωB97M-V/def2-TZVPD) on C6H10NO6P as an isolated structure.

Element x y z (Å)
C1 -0.053 -2.502 1.367
C2 -0.525 -2.140 -0.024
C3 -0.996 1.388 0.183
C4 0.044 -1.300 -0.935
C5 0.322 1.193 -0.556
C6 0.920 -0.150 -0.378
N1 -0.436 -1.691 2.400
O1 0.651 -3.453 1.560
O2 -2.051 -0.383 3.916
O3 -0.850 1.095 1.626
O4 -0.461 -1.125 -2.197
O5 1.196 2.149 -0.019
O6 2.277 -0.132 -0.807
P1 -1.890 -0.674 2.484
H1 -1.428 2.334 -0.065
H2 -1.844 0.755 -0.154
H3 -1.238 -2.898 -0.339
H4 0.146 1.430 -1.673
H5 0.850 -0.258 0.801
H6 -0.058 -1.926 3.409
H7 -0.290 1.789 1.909
H8 -1.135 -1.873 -2.505
H9 2.061 2.054 -0.346
H10 2.593 -1.061 -0.810

Calculated values
E_LUMO (spin up / spin down) in eV: 0.2 / -2.9
DFT total energy in eV: -29442.9620
Spin multiplicity: 3
HOMO (spin up / spin down) in eV: -5.6 / -9.5
Gap between HOMO and LUMO (spin up / spin down) in eV: 5.840 / 6.618

Atom charges from the Mulliken analysis, given in e for atoms 1 to 6: 0.2377, -0.4684, -0.8676, 0.3736, 0.0500, 0.6262

---

ORCA calculation (ωB97M-V/def2-TZVPD) on a 6-piece molecular cluster, C11H35ClO18P3 overall.

Element x y z (Å)
Cl1 -1.400 1.067 -0.096
O1 -1.149 -0.301 0.265
O2 -0.607 1.940 0.750
O3 -0.984 1.286 -1.457
O4 -2.787 1.382 0.044
C1 0.633 0.273 3.425
O5 1.867 -0.325 3.857
P1 2.116 -1.886 3.670
O6 1.006 -2.732 4.108
O7 2.566 -2.026 2.146
C2 1.533 -2.166 1.148
O8 3.494 -2.124 4.466
C3 4.623 -1.390 3.991
H1 0.229 0.833 4.273
H2 -0.080 -0.446 3.035
H3 0.913 1.068 2.733
H4 1.211 -1.204 0.759
H5 0.658 -2.697 1.540
H6 1.912 -2.891 0.426
H7 5.174 -0.924 4.810
H8 4.322 -0.625 3.280
H9 5.367 -2.042 3.527
C4 6.312 2.027 -1.845
O9 5.437 2.473 -2.857
P2 4.187 3.393 -2.465
O10 4.542 4.740 -1.972
O11 3.364 3.356 -3.822
C5 1.982 3.707 -3.854
O12 3.334 2.483 -1.453
C6 2.534 3.082 -0.432
H10 6.034 2.436 -0.870
H11 7.361 2.230 -2.052
H12 6.239 0.941 -1.723
H13 1.789 4.260 -4.769
H14 1.677 4.323 -3.007
H15 1.396 2.787 -3.835
H16 1.498 2.929 -0.740
H17 2.714 4.141 -0.242
H18 2.682 2.582 0.526
C7 -3.842 -1.757 -1.155
O13 -4.817 -1.579 -2.211
P3 -4.390 -1.997 -3.691
O14 -5.470 -1.828 -4.673
O15 -3.076 -1.137 -4.013
C8 -3.108 0.271 -3.771
O16 -3.827 -3.463 -3.512
C9 -3.438 -4.167 -4.689
H19 -4.012 -2.751 -0.742
H20 -4.055 -1.014 -0.389
H21 -2.822 -1.579 -1.491
H22 -3.145 0.557 -2.724
H23 -3.939 0.708 -4.334
H24 -2.220 0.692 -4.240
H25 -2.464 -4.600 -4.477
H26 -3.452 -3.558 -5.592
H27 -4.115 -4.991 -4.929
C10 -2.431 1.843 3.674
O17 -2.322 2.369 4.998
H28 -1.816 2.380 2.954
H29 -2.290 0.764 3.658
H30 -3.455 2.002 3.311
H31 -2.145 1.650 5.603
C11 -2.695 -2.146 2.768
O18 -3.738 -3.081 2.974
H32 -3.155 -1.172 2.617
H33 -1.993 -2.098 3.608
H34 -2.081 -2.367 1.888
H35 -3.382 -3.913 3.292

Calculated values
E_LUMO in eV: 2.3
DFT total energy in eV: -89219.9467
HOMO in eV: -7.1
Energy above the lowest of the compared OMol25 structures with the same formula, charge and spin in kcal/mol: 0.0
Gap between HOMO and LUMO in eV: 9.409
Total charge: -1

Atom charges from the Mulliken analysis, given in e for atoms 1 to 6: 1.6883, -0.5508, -0.7279, -0.6524, -0.7189, -0.2028

---

ORCA calculation (ωB97M-V/def2-TZVPD) on H78K2O43S as an isolated structure.

Element x y z (Å)
K1 -3.423 0.601 1.891
K2 -2.394 -3.384 2.763
S1 -0.016 -0.363 0.219
O1 0.050 -0.197 1.650
O2 -0.881 0.686 -0.340
O3 1.321 -0.235 -0.402
O4 -0.414 -1.759 -0.047
O5 1.884 -5.793 -0.134
H1 2.330 -6.475 -0.637
H2 2.092 -4.981 -0.595
O6 -1.071 5.726 1.052
H3 -0.368 5.513 1.667
H4 -0.709 5.514 0.192
O7 2.249 3.304 2.428
H5 2.548 3.021 1.564
H6 2.310 4.258 2.403
O8 -0.158 -4.190 1.114
H7 0.694 -4.543 0.859
H8 -0.196 -3.330 0.697
O9 -0.226 1.947 2.979
H9 0.656 2.314 2.913
H10 -0.221 1.201 2.379
O10 3.417 1.079 0.249
H11 2.618 0.609 0.009
H12 3.845 1.266 -0.586
O11 1.026 5.387 -0.626
H13 0.561 5.161 -1.432
H14 1.724 5.978 -0.909
O12 2.033 -0.401 -2.921
H15 1.567 -0.256 -2.098
H16 2.959 -0.332 -2.688
O13 -2.955 -2.523 0.219
H17 -2.008 -2.511 0.079
H18 -3.308 -1.969 -0.477
O14 -0.419 -2.947 -2.334
H19 -0.555 -2.611 -1.448
H20 0.513 -3.163 -2.368
O15 -3.454 3.661 -2.668
H21 -3.109 4.477 -3.032
H22 -3.530 3.075 -3.421
O16 -1.583 -0.691 -3.832
H23 -1.335 -1.249 -3.096
H24 -2.040 -1.277 -4.435
O17 5.738 2.178 1.752
H25 5.709 3.133 1.682
H26 4.860 1.892 1.502
O18 -2.001 3.138 -0.155
H27 -1.499 2.421 -0.543
H28 -2.607 3.406 -0.846
O19 3.050 -2.896 -4.267
H29 3.562 -2.709 -5.053
H30 2.660 -2.055 -4.029
O20 -2.713 1.798 4.398
H31 -2.826 0.867 4.589
H32 -1.766 1.913 4.316
O21 3.802 1.941 4.770
H33 3.127 2.301 4.195
H34 4.627 2.240 4.388
O22 -3.374 0.343 -1.190
H35 -3.645 0.842 -1.960
H36 -2.487 0.650 -1.005
O23 1.918 3.618 -4.035
H37 1.417 3.155 -3.363
H38 1.841 3.067 -4.814
O24 -1.213 -4.431 -4.714
H39 -0.800 -4.023 -5.475
H40 -0.897 -3.922 -3.967
O25 1.954 -0.587 -5.806
H41 2.007 0.300 -6.163
H42 1.687 -0.465 -4.896
O26 1.296 -3.243 5.862
H43 2.051 -3.784 5.632
H44 1.132 -2.715 5.081
O27 -3.447 -4.548 -2.581
H45 -3.923 -3.752 -2.345
H46 -2.835 -4.269 -3.262
O28 2.344 -0.085 2.688
H47 2.721 0.506 2.035
H48 1.401 -0.050 2.528
O29 0.205 -2.015 3.529
H49 0.889 -2.497 3.062
H50 0.079 -1.218 3.014
O30 -0.637 1.921 -4.055
H51 -0.942 1.028 -3.900
H52 -0.184 2.164 -3.248
O31 -5.256 3.186 -0.690
H53 -4.717 3.214 -1.481
H54 -6.154 3.282 -1.009
O32 -2.715 -0.969 4.661
H55 -3.089 -1.580 5.296
H56 -1.848 -0.762 5.010
O33 -0.421 -0.280 5.771
H57 -0.313 0.476 6.349
H58 0.312 -0.855 5.990
O34 2.814 -2.273 0.280
H59 3.204 -1.948 1.092
H60 2.211 -1.581 0.009
O35 -5.171 -1.729 -2.078
H61 -6.051 -1.481 -1.795
H62 -4.615 -1.002 -1.798
O36 -3.586 1.247 -4.115
H63 -3.251 0.355 -4.031
H64 -4.470 1.140 -4.466
O37 4.067 2.139 -2.147
H65 3.327 2.518 -2.622
H66 4.587 2.894 -1.872
O38 3.967 -1.494 4.131
H67 3.401 -0.936 3.597
H68 4.369 -0.896 4.761
O39 2.157 -3.770 -2.012
H69 2.671 -3.816 -2.819
H70 2.500 -3.003 -1.553
O40 0.634 2.560 -1.937
H71 1.167 3.031 -1.296
H72 0.605 1.661 -1.611
O41 -4.814 -1.871 2.307
H73 -5.536 -1.559 2.851
H74 -5.235 -2.199 1.512
O42 2.547 -3.607 3.167
H75 2.936 -3.723 2.300
H76 3.137 -3.002 3.616
O43 -2.942 3.805 2.234
H77 -2.498 3.643 1.402
H78 -2.239 4.031 2.842

Calculated values
E_LUMO in eV: -0.9
DFT total energy in eV: -132804.2739
HOMO in eV: -9.8
Gap between HOMO and LUMO in eV: 8.905

Atom charges from the Mulliken analysis, given in e for atoms 1 to 6: 0.6715, 0.9455, 0.1997, 0.1542, 0.5650, -0.9564

---

ORCA calculation (ωB97M-V/def2-TZVPD) on C24H50As3FeN4O2S2 as an isolated structure.

Element x y z (Å)
Fe1 1.048 -0.724 0.603
O1 1.411 -0.452 2.880
C1 2.742 -0.578 3.381
C2 3.728 -0.332 2.269
C3 5.089 -0.436 2.523
C4 5.978 -0.220 1.487
C5 5.483 0.094 0.228
C6 4.116 0.167 0.066
N1 3.252 -0.037 1.066
H1 0.789 -0.711 3.568
H2 2.908 -1.577 3.791
H3 2.908 0.157 4.174
H4 5.438 -0.696 3.514
H5 7.043 -0.304 1.655
H6 6.143 0.264 -0.609
H7 3.678 0.379 -0.904
C7 1.843 -0.644 -3.461
As1 0.638 -0.481 -1.939
C8 -0.574 -1.930 -2.411
C9 -0.519 1.018 -2.500
C10 -0.068 2.456 -2.177
C11 1.421 2.620 -2.514
C12 -0.302 2.825 -0.703
As2 0.797 1.945 0.684
C13 2.360 3.109 0.728
C14 -0.130 2.708 2.225
C15 -0.821 3.451 -3.090
As3 -2.774 3.849 -3.130
C16 -3.652 2.246 -2.401
C17 -2.933 4.942 -1.503
H8 1.268 -0.532 -4.380
H9 2.289 -1.637 -3.428
H10 2.637 0.099 -3.438
H11 -0.914 -1.821 -3.441
H12 -1.432 -1.922 -1.740
H13 -0.044 -2.876 -2.296
H14 -1.491 0.817 -2.050
H15 -0.643 0.911 -3.582
H16 2.036 1.931 -1.927
H17 1.758 3.636 -2.303
H18 1.601 2.416 -3.571
H19 -1.340 2.624 -0.428
H20 -0.142 3.899 -0.571
H21 2.050 4.151 0.651
H22 3.050 2.875 -0.078
H23 2.875 2.955 1.676
H24 -0.294 3.776 2.081
H25 0.475 2.555 3.117
H26 -1.089 2.211 2.370
H27 -0.590 3.188 -4.126
H28 -0.390 4.447 -2.940
H29 -3.574 1.407 -3.090
H30 -4.707 2.495 -2.285
H31 -3.251 1.966 -1.429
H32 -2.286 5.815 -1.588
H33 -2.679 4.395 -0.596
H34 -3.961 5.294 -1.423
C18 0.773 -6.123 -0.801
O2 1.193 -4.755 -0.820
C19 1.878 -4.282 0.223
S1 2.137 -5.124 1.613
S2 2.429 -2.651 -0.031
H35 0.394 -6.323 -1.799
H36 -0.009 -6.269 -0.056
H37 1.610 -6.777 -0.565
C20 -2.792 -3.177 2.956
N2 -2.046 -2.640 1.826
C21 -0.810 -3.332 1.533
C22 -2.189 -1.357 1.421
N3 -1.171 -0.668 0.967
N4 -3.457 -0.839 1.534
C23 -3.674 0.590 1.620
C24 -4.617 -1.604 1.102
H38 -2.139 -3.255 3.831
H39 -3.164 -4.175 2.722
H40 -3.631 -2.539 3.210
H41 -0.952 -4.394 1.719
H42 0.022 -2.993 2.158
H43 -0.544 -3.192 0.486
H44 -1.506 0.193 0.548
H45 -2.789 1.084 2.015
H46 -4.500 0.783 2.306
H47 -3.934 1.030 0.653
H48 -4.337 -2.632 0.898
H49 -5.029 -1.168 0.186
H50 -5.399 -1.594 1.864

Calculated values
E_LUMO (spin up / spin down) in eV: -2.1 / -2.1
DFT total energy in eV: -274323.2085
Spin multiplicity: 5
HOMO (spin up / spin down) in eV: -9.7 / -9.7
Gap between HOMO and LUMO (spin up / spin down) in eV: 7.589 / 7.623
Total charge: +1

Atom charges from the Mulliken analysis, given in e for atoms 1 to 6: 1.0791, -0.3081, -0.8856, 0.4561, -0.9508, -0.5496